No. 1
The following is a quantum chemistry calculation of 13 unconnected molecules or ions with the total composition C60H153N7O20 at a distorted geometry, from the OMol25 dataset.

Last column: Mulliken charge in e.
CARTESIAN COORDINATES (ANGSTROEM)
N: -1.317 1.261 1.343  -0.286
H: 5.219 1.019 -3.312  0.174
C: 6.353 -0.018 -4.831  -1.385
H: 2.209 5.575 1.623  0.367
H: 9.973 0.270 2.502  0.301
H: -1.311 -1.829 -11.806  0.145
H: -6.792 -0.545 -10.271  0.320
H: 2.057 2.564 -8.555  0.304
O: -8.585 3.322 3.225  -0.244
H: 4.429 -8.327 -0.822  0.327
C: 2.926 5.496 0.806  -0.603
C: 3.965 -10.349 0.794  -0.750
H: -2.318 1.379 1.271  0.236
H: -1.725 -3.146 -13.621  0.309
H: -13.543 -6.319 9.955  0.252
H: -9.489 5.131 3.432  0.298
H: 3.936 -1.174 -3.671  0.360
C: 11.561 0.323 0.365  -0.252
C: 3.460 -1.181 11.707  -1.198
H: -3.447 -0.631 -8.621  0.383
H: 1.851 2.141 5.290  0.291
H: -6.009 -1.215 -7.943  0.222
O: 1.768 -4.897 7.385  -0.537
H: 12.006 0.388 -1.734  0.396
N: -0.465 -2.047 -12.312  -0.185
H: -11.898 -6.566 9.257  0.303
H: 6.612 -0.641 1.514  0.198
C: 9.300 1.072 2.198  -0.410
H: 6.777 -1.009 -4.997  0.339
H: 5.249 4.075 2.863  0.209
H: -1.588 0.009 3.105  0.270
C: 2.976 1.352 -9.970  0.467
H: -1.578 -1.444 -15.411  0.422
H: 0.832 -4.166 4.287  0.334
C: 10.033 1.991 1.243  -0.911
H: -6.683 2.821 0.331  0.342
H: 4.538 1.845 -11.406  0.294
H: -6.489 1.190 -9.865  0.333
C: 4.176 4.724 1.245  -0.739
H: -3.741 5.257 2.482  0.438
C: -4.702 5.495 2.938  -0.852
H: -5.424 -0.628 7.922  0.235
H: 3.571 -10.850 1.677  0.247
N: -5.878 3.446 2.213  -0.257
H: -6.350 -0.717 6.377  0.299
C: -1.417 -1.171 -14.368  -0.676
H: -10.403 -4.807 9.129  0.330
H: 10.875 2.411 1.792  0.401
H: 5.467 6.625 2.647  0.315
C: 2.707 -7.252 -0.726  -0.693
C: -0.894 0.087 0.580  -0.525
H: -0.091 1.210 -1.008  0.327
C: -0.534 -4.486 6.789  -1.251
C: -8.717 -0.235 7.381  -0.581
H: 0.775 -5.766 -1.794  0.407
H: -5.929 5.303 1.110  0.463
C: -3.904 6.655 -3.164  0.608
H: 3.973 3.665 1.086  0.456
H: 2.699 0.510 -9.337  0.225
H: 1.417 -5.491 8.052  0.319
C: -0.825 0.417 -0.867  -0.491
C: -0.682 -0.405 -3.039  -0.798
H: -7.108 1.798 1.653  0.378
H: -0.337 -1.351 -3.457  0.218
H: 4.316 -1.748 11.341  0.311
C: 5.755 0.074 -3.407  0.636
H: -1.338 -5.057 -0.950  0.391
H: -2.539 5.241 -2.179  0.328
H: -10.529 -2.524 10.219  0.304
C: -3.161 0.320 -14.421  -0.793
H: 1.546 -3.034 5.454  0.287
H: -6.871 5.237 2.530  0.190
H: 12.484 0.766 0.737  0.267
H: 3.800 -11.009 -0.058  0.310
H: -2.940 -7.546 0.553  0.319
H: -4.654 6.583 2.889  0.433
N: 10.548 1.358 0.046  -0.273
H: 5.602 0.089 -5.614  0.373
H: 0.121 -0.223 0.829  0.226
H: -5.902 3.207 3.194  0.302
C: 0.244 1.159 3.380  -0.281
C: 3.949 0.185 12.166  0.388
H: 9.414 2.832 0.930  0.394
C: -6.953 2.843 1.387  -0.891
H: 1.066 -7.462 0.512  0.223
O: 0.133 0.933 4.737  -0.320
H: 0.769 -3.700 -12.374  0.466
H: -2.445 1.014 -14.862  0.328
H: -3.312 4.668 -3.690  0.338
H: -1.530 -0.784 0.735  0.327
H: 0.675 2.140 3.179  0.240
C: -9.684 4.086 3.674  -0.761
H: 2.480 4.966 -0.036  0.434
H: -13.140 -5.936 8.255  0.305
H: -1.632 -4.480 -11.835  0.254
H: -1.456 -8.325 0.604  0.357
H: -1.801 0.807 -1.157  0.276
C: 4.656 6.090 3.142  -0.267
H: -10.611 3.787 3.184  0.314
O: 13.087 -1.135 -0.781  -0.314
H: 3.164 3.457 -9.665  0.318
H: 4.159 0.159 -11.388  0.336
H: -2.764 4.780 4.441  0.263
H: -0.925 -5.128 -8.461  0.324
H: -11.885 -2.042 9.207  0.318
C: 6.483 5.612 6.244  -0.811
C: -1.202 0.985 2.812  -0.578
H: 4.551 0.649 11.385  0.279
H: 5.045 -10.296 0.934  0.289
H: -3.220 7.227 -1.216  0.295
H: -0.195 0.466 -3.477  0.287
H: 0.724 -2.842 -10.817  0.248
H: 3.782 6.722 2.982  0.202
C: 7.452 -0.436 2.178  -0.825
H: 13.734 -1.005 -2.788  0.305
C: 0.584 -5.959 -0.738  -0.585
H: -4.911 6.253 -3.046  0.244
H: 3.302 2.006 13.020  0.362
H: 1.904 7.529 -0.420  0.313
C: -0.847 -4.266 -11.110  -0.422
H: 1.004 -5.163 -0.124  0.353
H: 11.320 -0.465 1.079  0.158
C: 0.874 -4.898 6.329  0.675
H: 5.889 5.170 7.044  0.280
H: 0.957 0.466 2.933  0.278
H: 5.329 -2.070 -3.078  0.303
C: -12.780 -5.925 9.283  -0.725
C: -6.334 -0.335 7.398  -0.662
H: 3.768 2.532 -8.211  0.328
C: -4.344 -0.495 -9.225  -1.206
C: 2.606 7.807 0.366  -0.807
C: -11.279 -4.185 8.944  -0.508
H: -9.053 2.717 1.291  0.408
H: 4.260 -0.222 14.016  0.338
O: 1.986 1.516 -10.990  -0.540
C: -5.667 -0.332 -8.484  0.424
H: 4.936 7.153 4.999  0.411
O: -4.737 5.138 4.296  -0.279
H: -8.711 -0.641 6.370  0.374
H: 2.098 8.120 1.278  0.314
H: -0.647 -0.399 -14.340  0.360
H: -3.336 5.027 5.940  0.288
O: 3.534 6.782 0.506  -0.314
H: 3.057 8.751 0.059  0.268
H: 6.972 0.024 3.041  0.328
C: 2.820 1.130 12.585  -1.297
H: 2.073 0.833 13.322  0.354
C: -6.762 0.207 -9.482  -1.253
H: -4.392 6.677 -5.022  0.317
C: -8.354 3.383 1.798  -0.631
H: 11.038 -0.931 -1.278  0.310
H: 1.264 0.967 6.421  0.256
H: -1.951 -7.645 2.076  0.285
H: 7.476 5.161 6.245  0.253
C: -0.899 -2.440 -13.696  -0.591
H: -3.837 0.901 -13.793  0.224
H: -0.959 -5.010 7.645  0.360
H: -6.316 0.819 -7.002  0.297
H: 0.772 -5.942 6.032  0.135
H: -6.405 0.743 7.254  0.259
H: 6.450 0.221 -1.628  0.232
N: 4.451 4.670 2.696  -0.275
H: -1.980 5.861 -3.684  0.313
H: -8.624 0.851 7.353  0.461
H: -11.552 -4.225 7.890  0.377
O: -12.368 -4.596 9.652  -0.310
H: 14.652 -2.077 -1.677  0.234
C: 4.847 -1.092 -3.078  -1.247
O: -3.972 7.301 -4.426  -0.564
O: -5.490 0.651 -7.462  -0.552
H: 2.868 -1.089 10.796  0.339
N: 1.213 -7.307 -0.475  -0.386
C: 13.663 -1.735 -1.981  -0.691
C: 4.284 1.024 -10.736  -1.137
H: 2.304 1.483 11.693  0.357
H: -4.459 -1.442 -9.752  0.321
H: 2.430 -4.418 4.948  0.321
O: -1.415 -3.696 -9.928  -0.245
O: -0.506 -0.696 -1.657  -0.205
C: 11.921 -0.376 -0.961  -0.695
C: -11.000 -2.676 9.248  -0.610
H: -2.524 -5.300 -9.176  0.347
H: -8.499 4.407 1.452  0.445
H: 2.949 -9.334 -1.287  0.363
H: 2.776 -1.649 12.415  0.317
H: 4.448 -0.950 -2.073  0.339
C: 3.042 2.585 -9.022  -1.197
H: -1.841 1.714 3.311  0.318
H: -10.812 -0.145 7.875  0.302
O: 6.823 0.079 -2.501  -0.473
H: -9.890 -0.495 9.263  0.339
H: -1.330 -6.771 -1.317  0.381
H: 2.106 0.419 4.927  0.299
O: 8.213 0.536 1.444  -0.185
H: 1.760 0.640 -11.312  0.269
C: -0.963 -6.023 -0.613  -0.719
H: 9.031 1.666 3.071  0.400
H: -4.564 8.171 -1.834  0.304
C: 1.415 1.145 5.356  -0.734
H: -0.343 -5.218 -10.941  0.441
H: 5.088 0.781 -10.041  0.320
H: -1.743 -0.175 -3.137  0.358
O: 3.299 -9.124 0.704  -0.281
H: 6.647 6.682 6.369  0.342
O: 6.140 5.426 4.897  -0.247
C: 0.117 -3.258 -11.621  -0.774
O: -2.628 -0.771 -13.746  -0.276
C: -9.929 -0.700 8.193  -0.634
C: -3.504 5.410 4.934  -0.750
H: -2.917 8.527 -2.345  0.349
C: 4.899 6.120 4.652  -0.729
H: 7.995 -1.375 2.288  0.327
C: 3.397 -8.606 -0.610  -0.497
H: -0.668 -3.411 6.909  0.287
H: 5.055 4.873 0.618  0.323
C: 1.422 -4.086 5.200  -1.255
H: 9.781 0.977 -0.490  0.261
H: 13.021 -2.535 -2.351  0.281
O: -7.538 -0.719 8.043  -0.325
H: 2.865 -6.907 -1.748  0.410
H: 3.126 -6.485 -0.075  0.382
O: -1.309 -6.213 0.732  -0.271
H: -7.715 0.285 -8.960  0.395
C: -1.783 -4.574 -8.840  -0.874
H: -4.133 0.238 -10.003  0.316
H: -3.763 -0.088 -15.233  0.307
H: -2.278 -4.147 -7.968  0.255
H: -9.342 -2.651 8.009  0.244
C: -5.911 4.914 2.128  -0.447
H: -3.247 6.470 4.936  0.302
N: -10.195 -2.120 8.114  -0.343
C: -2.883 5.526 -3.174  -1.290
C: -3.610 7.720 -2.106  -1.241
C: -1.954 -7.441 1.005  -0.862
H: 7.047 0.800 -5.028  0.346
H: -9.810 4.075 4.757  0.251
H: 4.100 5.622 5.201  0.305
H: -1.280 -4.667 6.015  0.328
O: 4.825 -0.015 13.269  -0.550
H: -0.065 -2.879 -14.243  0.420

Computed properties:
HOMO energy	-8.53	eV
ΔE to the lowest compared entry with this formula, charge and spin	94.9	kcal per mole
max |F|	3.29	eV Å⁻¹
orbital gap	8.70	eV
E_tot	-4265.37881	Ha



No. 2
The following is a quantum chemistry calculation of a molecular structure, C41H35F9N2O2OsPS2, from the OMol25 dataset.

Last column: Mulliken charge in e.
CARTESIAN COORDINATES (ANGSTROEM)
H: 1.726 -1.238 -2.333  0.036
C: -1.015 2.472 -6.653  -0.621
C: -1.615 -3.363 -0.663  -0.776
C: -0.228 -4.730 -2.066  0.230
C: -0.483 -2.902 -0.002  0.460
H: 4.579 0.510 -0.476  0.330
H: 1.430 5.378 1.943  0.437
Os: 0.714 0.238 0.130  2.537
P: -0.505 -1.575 1.230  0.041
H: -5.107 -2.679 2.577  0.497
H: 0.605 -0.319 3.556  0.405
C: 1.811 4.438 2.308  -1.278
O: 2.018 1.028 -1.005  0.146
H: 3.625 -0.978 -0.480  0.232
H: 1.041 2.700 -7.221  0.425
H: 3.125 1.102 3.694  0.510
C: 0.294 4.649 -0.149  -1.352
C: 1.435 3.246 1.664  0.520
C: 0.205 -3.642 2.976  -0.294
H: -3.545 3.687 -3.713  0.547
H: 2.744 2.190 -3.244  0.194
F: -7.058 -1.274 2.687  -0.271
C: -0.247 3.507 -4.199  0.340
H: 1.154 5.295 -0.018  0.642
H: -0.596 5.151 0.233  0.327
C: 0.496 3.333 0.538  1.206
C: -2.589 3.334 -3.326  -1.283
C: -3.105 -2.192 1.983  -0.410
H: 3.945 2.418 -1.960  0.398
C: 0.693 3.342 -5.207  -0.811
C: 1.923 2.044 2.210  0.591
H: 3.036 -0.988 -3.487  0.524
C: 0.609 -1.385 3.739  -0.481
N: -1.214 2.576 -0.743  -1.050
C: 0.642 -4.129 4.197  -1.058
F: 1.051 -6.346 -3.224  -0.272
H: 1.722 3.629 -5.040  0.486
H: -2.985 2.374 -5.824  0.429
N: -0.192 2.296 0.156  0.494
H: 1.379 -1.197 5.730  0.455
C: -1.576 3.166 -4.414  0.753
H: 4.322 1.397 -3.353  0.442
C: -1.485 -4.280 -1.693  -1.013
O: 1.617 0.840 1.714  -0.404
H: -1.319 2.071 -7.609  0.409
S: -3.010 1.754 -2.513  -0.083
C: 1.057 -3.246 5.181  0.184
C: -2.643 0.153 1.666  -0.292
H: -2.363 -4.642 -2.209  0.471
C: -2.221 -1.173 1.636  0.703
H: 2.881 5.378 3.895  0.419
C: 2.978 0.491 -1.932  1.726
F: 1.941 -5.031 6.452  -0.265
H: -0.107 -4.336 2.206  0.448
H: 0.665 -5.193 4.380  0.472
H: 0.131 4.477 -1.210  -0.180
H: -2.260 4.025 -2.554  0.382
C: 1.496 -3.770 6.528  0.902
H: -1.962 0.957 1.416  0.360
F: -6.758 0.709 1.876  -0.251
C: -6.247 -0.210 2.709  0.832
C: 2.761 2.049 3.326  -0.585
C: 0.311 2.822 -6.433  -0.596
H: 1.667 -3.025 0.143  0.570
F: -1.101 -6.552 -3.284  -0.261
C: -3.948 0.456 2.011  -1.173
C: 3.110 3.240 3.924  -0.512
C: 0.909 -4.281 -1.406  -0.957
C: 1.044 -1.874 4.958  -1.158
C: 3.532 1.702 -2.669  -1.770
H: -2.597 -2.997 -0.398  0.559
H: 0.051 3.924 -3.245  0.116
C: -4.831 -0.567 2.325  0.333
H: -2.779 -3.224 2.002  0.608
F: 0.476 -3.756 7.402  -0.245
H: 4.789 -0.674 -1.774  0.487
C: -0.100 -5.663 -3.248  0.795
F: -0.134 -4.974 -4.402  -0.244
C: -1.952 2.645 -5.649  -0.580
S: -0.922 -0.020 -1.498  -0.519
H: 1.884 -4.644 -1.695  0.506
F: -6.292 0.309 3.947  -0.247
C: 2.625 4.444 3.420  -1.020
H: 1.597 0.041 -3.547  0.253
C: 2.289 -0.476 -2.882  -1.214
C: 0.779 -3.366 -0.378  -0.781
F: 2.478 -3.021 7.050  -0.261
H: -4.280 1.484 2.025  0.453
C: -4.415 -1.890 2.321  -1.155
C: 4.061 -0.203 -1.115  -1.627
C: 0.184 -2.270 2.749  0.782
C: -1.609 1.594 -1.457  0.502
H: 3.760 3.233 4.787  0.448

Computed properties:
HOMO energy (alpha / beta)	-11.09 / -11.14	eV
ΔE to the lowest compared entry with this formula, charge and spin	14.7	kcal per mole
max |F|	0.53	eV Å⁻¹
orbital gap (alpha / beta)	7.83 / 6.11	eV
2S+1	5
E_tot	-3970.38203	Ha
charge	+1